Below is 7 unconnected molecules or ions with the total composition C48H109N7O7, with properties calculated with ωB97M-V/def2-TZVPD.

DFT total energy	-2803.93193	Ha
E_LUMO	0.5	eV
frontier orbital gap	9.05	eV
HOMO energy	-8.5	eV
net charge	0
energy relative to the best compared isomer or geometry (same formula, charge and spin)	70.4	kcal per mole

Bonds (Å) are listed after each position.
CARTESIAN COORDINATES (ANGSTROEM)
1 C -22.50 8.24 7.03  C2 1.511, H12 1.100, H13 1.051, H14 1.063
2 C -22.14 9.55 7.70  C1 1.511, C3 1.511, C4 1.582, N10 1.504
3 C -23.40 10.13 8.28  C2 1.511, H15 1.092, H16 1.088, H17 1.055
4 C -21.22 9.25 8.95  C2 1.582, C5 1.580, H18 1.072, H19 1.109
5 C -20.61 10.56 9.57  C4 1.580, C6 1.509, H20 1.072, H21 1.059
6 C -19.77 11.27 8.53  C5 1.509, C7 1.569, H22 1.147, H23 1.078
7 C -20.59 11.59 7.23  C6 1.569, C8 1.576, C9 1.545, N10 1.519
8 C -21.57 12.82 7.35  C7 1.576, H24 1.110, H25 1.095, H26 1.122
9 C -19.52 11.84 6.16  C7 1.545, H27 1.126, H28 1.086, H29 1.108
10 N -21.27 10.33 6.74  C2 1.504, C7 1.519, O11 1.399
11 O -22.02 10.73 5.63  N10 1.399, H30 0.943
12 H -23.01 8.43 6.08  C1 1.100
13 H -21.63 7.67 6.83  C1 1.051
14 H -23.25 7.75 7.59  C1 1.063
15 H -24.14 10.25 7.48  C3 1.092
16 H -23.84 9.42 8.97  C3 1.088
17 H -23.29 11.01 8.86  C3 1.055
18 H -21.76 8.72 9.71  C4 1.072
19 H -20.33 8.63 8.70  C4 1.109
20 H -21.37 11.25 9.86  C5 1.072
21 H -20.00 10.41 10.43  C5 1.059
22 H -18.97 10.52 8.22  C6 1.147
23 H -19.40 12.26 8.75  C6 1.078
24 H -22.51 12.55 6.83  C8 1.110
25 H -21.17 13.73 6.88  C8 1.095
26 H -21.69 13.07 8.44  C8 1.122
27 H -18.95 12.76 6.48  C9 1.126
28 H -19.95 12.16 5.21  C9 1.086
29 H -18.78 11.03 6.02  C9 1.108
30 H -21.85 10.10 4.95  O11 0.943
31 C -25.49 12.39 18.04  C32 1.550, H42 1.080, H43 1.090, H44 1.084
32 C -24.96 13.63 18.81  C31 1.550, C33 1.574, C34 1.537, N40 1.460
33 C -25.22 14.86 17.85  C32 1.574, H45 1.089, H46 1.089, H47 1.115
34 C -25.62 13.65 20.19  C32 1.537, C35 1.517, H48 1.079, H49 1.057
35 C -24.85 14.44 21.24  C34 1.517, C36 1.514, H50 1.104, H51 1.092
36 C -23.37 14.10 21.23  C35 1.514, C37 1.485, H52 1.093, H53 1.077
37 C -22.69 14.25 19.92  C36 1.485, C38 1.495, C39 1.462, N40 1.555
38 C -22.62 15.63 19.36  C37 1.495, H54 1.082, H55 1.054, H56 1.081
39 C -21.34 13.70 20.00  C37 1.462, H57 1.095, H58 1.084, H59 1.115
40 N -23.54 13.35 18.97  C32 1.460, C37 1.555, O41 1.415
41 O -22.92 13.52 17.71  N40 1.415, H60 0.921
42 H -25.23 12.31 16.99  C31 1.080
43 H -25.11 11.50 18.54  C31 1.090
44 H -26.57 12.39 18.11  C31 1.084
45 H -25.66 15.71 18.38  C33 1.089
46 H -24.26 15.11 17.40  C33 1.089
47 H -26.00 14.63 17.09  C33 1.115
48 H -26.66 13.92 20.15  C34 1.079
49 H -25.73 12.62 20.44  C34 1.057
50 H -25.05 15.51 21.08  C35 1.104
51 H -25.31 14.16 22.18  C35 1.092
52 H -23.27 13.06 21.55  C36 1.093
53 H -22.87 14.74 21.93  C36 1.077
54 H -22.09 15.75 18.42  C38 1.082
55 H -22.12 16.32 19.98  C38 1.054
56 H -23.60 16.03 19.13  C38 1.081
57 H -20.80 14.01 20.90  C39 1.095
58 H -20.73 13.86 19.12  C39 1.084
59 H -21.39 12.60 20.18  C39 1.115
60 H -22.54 12.70 17.52  O41 0.921
61 C -20.56 4.57 16.52  C62 1.514, H72 1.110, H73 1.103, H74 1.082
62 C -20.48 5.56 17.66  C61 1.514, C63 1.574, C64 1.546, N70 1.498
63 C -21.48 4.96 18.72  C62 1.574, H75 1.091, H76 1.105, H77 1.109
64 C -18.99 5.65 18.08  C62 1.546, C65 1.520, H78 1.107, H79 1.060
65 C -18.70 6.76 19.08  C64 1.520, C66 1.473, H80 1.105, H81 1.137
66 C -19.30 8.04 18.68  C65 1.473, C67 1.549, H82 1.081, H83 1.052
67 C -20.75 8.00 18.15  C66 1.549, C68 1.530, C69 1.539, N70 1.479
68 C -21.72 7.90 19.32  C67 1.530, H84 1.055, H85 1.050, H86 1.081
69 C -21.02 9.28 17.34  C67 1.539, H87 1.095, H88 1.064, H89 1.116
70 N -20.89 6.91 17.16  C62 1.498, C67 1.479, O71 1.411
71 O -22.26 6.84 16.84  N70 1.411, H90 0.966
72 H -20.01 5.06 15.69  C61 1.110
73 H -20.15 3.56 16.66  C61 1.103
74 H -21.59 4.48 16.22  C61 1.082
75 H -21.46 3.88 18.60  C63 1.091
76 H -21.13 5.15 19.75  C63 1.105
77 H -22.51 5.35 18.58  C63 1.109
78 H -18.74 4.68 18.55  C64 1.107
79 H -18.47 5.87 17.19  C64 1.060
80 H -19.04 6.45 20.09  C65 1.105
81 H -17.58 6.91 19.16  C65 1.137
82 H -18.64 8.40 17.90  C66 1.081
83 H -19.19 8.81 19.40  C66 1.052
84 H -21.78 8.86 19.75  C68 1.055
85 H -21.55 7.23 20.11  C68 1.050
86 H -22.74 7.75 18.98  C68 1.081
87 H -20.45 9.20 16.40  C69 1.095
88 H -20.76 10.16 17.88  C69 1.064
89 H -22.08 9.38 16.98  C69 1.116
90 H -22.23 7.07 15.90  O71 0.966
91 C -18.93 11.77 14.87  C92 1.525, H102 1.084, H103 1.069, H104 1.160
92 C -19.87 12.83 14.30  C91 1.525, C93 1.539, C94 1.559, N100 1.507
93 C -20.00 13.96 15.34  C92 1.539, H105 1.126, H106 1.112, H107 1.049
94 C -19.18 13.32 12.99  C92 1.559, C95 1.532, H108 1.099, H109 1.082
95 C -20.09 14.38 12.36  C94 1.532, C96 1.591, H110 1.075, H111 1.126
96 C -21.40 13.57 11.99  C95 1.591, C97 1.573, H112 1.068, H113 1.088
97 C -22.15 12.92 13.21  C96 1.573, C98 1.623, C99 1.548, N100 1.471
98 C -22.93 14.00 14.14  C97 1.623, H114 1.072, H115 1.085, H116 1.132
99 C -23.22 11.96 12.64  C97 1.548, H117 1.111, H118 1.100, H119 1.122
100 N -21.15 12.13 13.94  C92 1.507, C97 1.471, O101 1.429
101 O -21.80 11.55 15.07  N100 1.429, H120 0.981
102 H -17.86 11.95 14.81  C91 1.084
103 H -19.21 11.51 15.87  C91 1.069
104 H -19.14 10.77 14.30  C91 1.160
105 H -19.02 14.38 15.70  C93 1.126
106 H -20.55 14.85 14.97  C93 1.112
107 H -20.47 13.54 16.18  C93 1.049
108 H -18.22 13.78 13.27  C94 1.099
109 H -18.94 12.57 12.24  C94 1.082
110 H -20.26 15.14 13.10  C95 1.075
111 H -19.74 14.85 11.40  C95 1.126
112 H -21.15 12.75 11.35  C96 1.068
113 H -22.08 14.28 11.53  C96 1.088
114 H -23.86 14.16 13.62  C98 1.072
115 H -22.46 14.95 14.38  C98 1.085
116 H -23.20 13.47 15.10  C98 1.132
117 H -22.72 11.14 12.07  C99 1.111
118 H -23.80 12.48 11.87  C99 1.100
119 H -23.86 11.54 13.47  C99 1.122
120 H -21.63 10.58 15.07  O101 0.981
121 C -29.80 7.62 13.76  O122 1.375, H127 1.122, H128 1.118, H129 1.069
122 O -29.37 7.90 12.48  C121 1.375, C123 1.481
123 C -28.08 7.27 12.09  O122 1.481, C124 1.504, H130 1.094, H131 1.081
124 C -27.83 7.66 10.66  C123 1.504, C125 1.497, N126 1.454, H132 1.093
125 C -26.61 6.93 10.19  C124 1.497, H133 1.114, H134 1.066, H135 1.105
126 N -27.62 9.07 10.37  C124 1.454, H136 1.003, H137 0.994
127 H -29.04 7.55 14.58  C121 1.122
128 H -30.40 6.68 13.82  C121 1.118
129 H -30.43 8.45 13.99  C121 1.069
130 H -27.31 7.58 12.80  C123 1.094
131 H -28.21 6.21 12.22  C123 1.081
132 H -28.66 7.30 10.05  C124 1.093
133 H -26.42 7.16 9.12  C125 1.114
134 H -26.75 5.87 10.26  C125 1.066
135 H -25.75 7.32 10.77  C125 1.105
136 H -26.92 9.49 10.95  N126 1.003
137 H -28.48 9.50 10.63  N126 0.994
138 C -24.97 2.73 14.86  O139 1.401, H144 1.088, H145 1.094, H146 1.139
139 O -26.25 3.29 14.96  C138 1.401, C140 1.399
140 C -26.75 3.52 16.25  O139 1.399, C141 1.517, H147 1.145, H148 1.087
141 C -28.21 3.89 16.13  C140 1.517, C142 1.523, N143 1.471, H149 1.110
142 C -29.02 2.98 15.22  C141 1.523, H150 1.119, H151 1.078, H152 1.061
143 N -28.48 5.26 15.66  C141 1.471, H153 1.026, H154 0.997
144 H -24.14 3.35 15.20  C138 1.088
145 H -24.76 2.66 13.79  C138 1.094
146 H -24.93 1.66 15.26  C138 1.139
147 H -26.79 2.57 16.89  C140 1.145
148 H -26.28 4.30 16.84  C140 1.087
149 H -28.60 3.78 17.17  C141 1.110
150 H -28.81 3.18 14.13  C142 1.119
151 H -30.05 3.26 15.38  C142 1.078
152 H -28.85 1.97 15.50  C142 1.061
153 H -28.11 5.32 14.71  N143 1.026
154 H -27.94 5.94 16.15  N143 0.997
155 C -20.79 7.88 13.30  O156 1.402, H161 1.116, H162 1.081, H163 1.132
156 O -22.13 8.03 13.68  C155 1.402, C157 1.463
157 C -22.88 6.82 13.36  O156 1.463, C158 1.555, H164 1.144, H165 1.107
158 C -24.41 7.03 13.59  C157 1.555, C159 1.494, N160 1.438, H166 1.125
159 C -24.66 7.56 14.97  C158 1.494, H167 1.089, H168 1.091, H169 1.134
160 N -25.05 5.76 13.34  C158 1.438, H170 1.010, H171 1.034
161 H -20.31 7.10 13.95  C155 1.116
162 H -20.27 8.82 13.31  C155 1.081
163 H -20.72 7.48 12.24  C155 1.132
164 H -22.84 6.57 12.25  C157 1.144
165 H -22.55 5.92 13.91  C157 1.107
166 H -24.71 7.74 12.78  C158 1.125
167 H -25.69 7.90 15.06  C159 1.089
168 H -23.96 8.36 15.18  C159 1.091
169 H -24.66 6.68 15.68  C159 1.134
170 H -25.51 5.53 14.20  N160 1.010
171 H -25.61 5.66 12.48  N160 1.034